Entry 1:
77
Properties=species:S:1:pos:R:3:lowdin_charge:R:1 method="wB97M-V/def2-TZVPD" s_squared=2.008 lumo_ev="0.16 / -0.11" spin_multiplicity=3 gap_ev="8.97 / 9.22" total_energy_ev=-48564.6093
C 0.5586 1.9199 0.3751 -0.09
O 0.6726 2.7915 -0.7609 -0.25
C 0.2309 4.0898 -0.3103 -0.36
C -1.1664 4.3742 -0.9806 -0.23
N -2.0595 5.1240 -0.0658 0.00
P 1.5075 5.3902 -0.6834 0.61
O 0.9240 6.6935 -1.1392 -0.28
O 2.5232 4.7191 -1.8374 -0.14
O 2.4679 5.6552 0.6666 -0.15
H 1.3400 2.2253 1.0998 0.10
H 0.6865 0.8713 0.0594 0.09
H -0.4442 1.9703 0.8454 0.10
H 0.0555 4.1052 0.7814 0.12
H -1.0865 4.8362 -1.9740 0.11
H -1.6193 3.3723 -1.1103 0.12
H -1.4603 5.6997 0.5159 0.06
H -2.5248 4.4578 0.5381 0.06
H 2.9388 3.9677 -1.4009 0.05
H 2.9709 4.8616 0.8711 0.06
C -0.7525 1.1370 -5.4538 -0.02
C -0.5496 0.4844 -4.0647 -0.47
C 0.4870 -0.6479 -4.1488 -0.14
C -0.0500 -1.9150 -4.7994 -0.18
C -1.3181 -2.3738 -4.0852 -0.14
C -2.3897 -1.2773 -4.0153 -0.49
N -1.8502 0.0201 -3.5150 -0.06
O -1.7163 -0.0839 -2.2132 -0.02
C -3.0157 -1.1089 -5.4173 -0.05
C -3.5567 -1.7718 -3.1468 -0.05
C 0.0692 1.6157 -3.2281 -0.04
H 0.1731 1.1093 -6.0321 0.09
H -1.5194 0.6794 -6.0693 0.05
H -1.0429 2.1846 -5.3526 0.09
H 0.8335 -0.8998 -3.1400 0.12
H 1.3715 -0.3042 -4.6899 0.12
H -0.2393 -1.7449 -5.8639 0.11
H 0.7041 -2.7042 -4.7449 0.11
H -1.7237 -3.2536 -4.5918 0.12
H -1.0527 -2.7002 -3.0737 0.12
H -3.6274 -0.2059 -5.4674 0.09
H -3.6661 -1.9527 -5.6504 0.08
H -2.2809 -1.0832 -6.2209 0.06
H -3.2390 -2.0608 -2.1447 0.08
H -4.0152 -2.6541 -3.5946 0.08
H -4.3287 -1.0053 -3.0550 0.09
H -0.6381 2.4312 -3.0839 0.08
H 0.9469 2.0210 -3.7363 0.10
H 0.3989 1.2746 -2.2581 0.05
C -1.0563 -2.4522 4.6254 -0.02
C -0.0222 -1.5850 3.8681 -0.48
C 0.5875 -2.3740 2.6975 -0.14
C 1.6047 -3.4185 3.1350 -0.18
C 2.6873 -2.7691 3.9920 -0.14
C 2.1143 -2.0023 5.1914 -0.49
N 1.0117 -1.0748 4.8050 -0.06
O 1.5597 -0.0189 4.2515 -0.02
C 1.6305 -3.0233 6.2448 -0.05
C 3.2546 -1.2540 5.8988 -0.05
C -0.8785 -0.4582 3.2683 -0.04
H -1.5552 -3.1426 3.9424 0.09
H -0.6494 -3.0504 5.4329 0.05
H -1.8282 -1.8289 5.0811 0.08
H 1.0822 -1.6796 2.0088 0.12
H -0.2046 -2.8537 2.1180 0.12
H 1.1082 -4.2286 3.6782 0.11
H 2.0629 -3.8761 2.2548 0.11
H 3.3831 -3.5356 4.3429 0.13
H 3.2737 -2.0912 3.3622 0.12
H 1.0294 -2.5364 7.0154 0.09
H 2.4800 -3.4895 6.7449 0.08
H 1.0601 -3.8485 5.8203 0.06
H 3.7880 -0.5770 5.2312 0.08
H 3.9923 -1.9607 6.2800 0.08
H 2.8781 -0.6762 6.7452 0.09
H -1.3000 0.1763 4.0494 0.09
H -1.7091 -0.8789 2.6981 0.10
H -0.3123 0.1734 2.5831 0.06

Entry 2:
75
Properties=species:S:1:pos:R:3:lowdin_charge:R:1 method="wB97M-V/def2-TZVPD" lumo_ev=-2.97 total_charge=+1 gap_ev=8.85 total_energy_ev=-52691.3563
C 3.0705 1.2652 3.1564 -0.02
C 2.0393 1.0415 1.9210 -0.21
N 1.0925 -0.1191 2.1913 0.08
C -0.0983 0.2565 3.0178 -0.10
C -0.8798 1.5596 2.5075 -0.40
P -2.7172 1.2108 2.0847 0.77
N -2.9350 -0.3417 1.7481 -0.32
O -0.1551 2.0937 1.3597 -0.15
C 1.1979 2.4023 1.7963 -0.28
C 1.9121 3.5554 0.9451 -0.14
C 2.3995 4.7789 1.8979 -0.46
S 1.2753 6.2495 1.8446 0.92
C -0.3518 5.5910 2.3847 -0.52
N -0.7244 5.0901 3.6714 0.01
N -2.0355 4.6618 3.6147 0.01
C -2.4302 4.9321 2.2740 -0.11
O -1.4398 5.5235 1.4588 -0.02
H 2.4252 1.2772 4.1022 0.10
H 3.6217 2.2563 3.0784 0.10
H 3.8441 0.4350 3.2456 0.10
H 2.6744 0.7860 1.0114 0.15
H 0.8390 -0.5695 1.2857 0.20
H 1.6394 -0.8477 2.7008 0.19
H -0.7536 -0.6863 3.0990 0.13
H 0.2365 0.4744 4.0997 0.15
H -0.9189 2.3115 3.3868 0.11
H -3.1076 2.0573 0.9712 0.02
H -3.5322 1.6739 3.1934 0.02
H -3.2938 -0.4006 0.7830 -0.05
H 1.0990 2.8150 2.8733 0.14
H 1.2089 3.9527 0.1258 0.13
H 2.8269 3.1302 0.3900 0.12
H 3.4549 5.0479 1.5527 0.10
H 2.4950 4.4042 2.9718 0.08
H -3.4661 4.6850 1.8780 0.14
C -5.4355 -5.4013 -3.1482 -0.11
C -6.0334 -4.0056 -3.0338 -0.27
C -5.0560 -2.9749 -2.4637 -0.23
C -4.5784 -3.2463 -1.0347 -0.23
C -5.6856 -3.3640 0.0140 -0.27
C -6.4967 -2.0883 0.1788 -0.11
H -5.1582 -5.8043 -2.1713 0.07
H -6.1611 -6.0860 -3.5939 0.07
H -4.5452 -5.3931 -3.7835 0.08
H -6.9439 -4.0446 -2.4285 0.10
H -6.3403 -3.6757 -4.0313 0.11
H -5.5251 -1.9862 -2.5097 0.10
H -4.1778 -2.9196 -3.1179 0.11
H -3.8949 -2.4405 -0.7403 0.09
H -3.9813 -4.1645 -1.0183 0.10
H -5.2246 -3.6096 0.9774 0.11
H -6.3534 -4.1970 -0.2257 0.10
H -5.8524 -1.2505 0.4606 0.06
H -7.2467 -2.2169 0.9632 0.07
H -7.0239 -1.8234 -0.7412 0.07
C 7.0444 0.0718 -3.6282 -0.11
C 6.0682 0.6250 -2.5990 -0.27
C 5.7776 -0.3518 -1.4567 -0.23
C 5.1088 -1.6650 -1.8720 -0.23
C 3.7789 -1.5153 -2.6126 -0.26
C 2.6970 -0.8474 -1.7773 -0.13
H 6.6476 -0.8156 -4.1266 0.07
H 7.2440 0.8212 -4.3978 0.07
H 7.9964 -0.1923 -3.1597 0.08
H 5.1386 0.9200 -3.0957 0.10
H 6.4932 1.5391 -2.1722 0.10
H 5.1528 0.1566 -0.7126 0.08
H 6.7177 -0.5887 -0.9453 0.11
H 4.9474 -2.2700 -0.9718 0.11
H 5.7964 -2.2415 -2.4990 0.11
H 3.4293 -2.5126 -2.9010 0.11
H 3.9196 -0.9603 -3.5447 0.11
H 2.5104 -1.4121 -0.8574 0.06
H 1.7612 -0.7986 -2.3399 0.08
H 2.9724 0.1758 -1.5051 0.05

Entry 3:
74
Properties=species:S:1:pos:R:3:lowdin_charge:R:1 method="wB97M-V/def2-TZVPD" s_squared=8.817 lumo_ev="-9.15 / -13.25" relative_energy_ev=1.2092 spin_multiplicity=6 total_charge=+3 gap_ev="6.20 / 2.76" total_energy_ev=-58524.6054
Ru 0.4408 -0.5247 0.0894 0.58
P -1.1446 -2.0883 0.3454 0.69
P 1.8329 -1.2090 1.7067 0.69
P 1.6142 -1.5156 -1.4579 0.65
H -0.2384 5.1271 -5.0355 0.13
C -0.3062 4.2460 -5.6791 0.13
C -1.4444 3.5614 -5.8596 0.12
H -2.3802 3.8297 -5.3424 0.12
C -2.7339 -1.3053 0.7794 -0.21
C -0.9897 -3.4285 1.5718 -0.21
C -1.6703 -2.9227 -1.2021 -0.24
C 3.2879 -0.0926 1.7282 -0.24
C 1.2678 -0.9818 3.4362 -0.23
C 2.5471 -2.9058 1.8546 -0.21
C 0.8856 -1.2615 -3.1040 -0.23
C 1.9168 -3.3196 -1.4980 -0.22
C 3.2711 -0.7842 -1.6522 -0.22
H 0.6269 3.9248 -6.1630 0.11
H -1.4908 2.6992 -6.5494 0.12
H -2.8020 -0.3606 0.2217 0.04
H -2.7805 -1.0843 1.8535 0.04
H -3.5606 -1.9790 0.4992 0.08
H -0.9279 -3.0129 2.5864 0.05
H -0.0925 -4.0304 1.3832 0.04
H -1.8701 -4.0859 1.5188 0.08
H -1.8936 -2.1607 -1.9594 0.04
H -2.5810 -3.5147 -1.0282 0.07
H -0.8798 -3.5836 -1.5725 0.04
H 3.5807 0.1380 2.7664 0.07
H 3.0090 0.8470 1.2267 0.04
H 4.1471 -0.5450 1.2112 0.05
H 2.1634 -0.8503 4.0628 0.07
H 0.7026 -1.8571 3.7871 0.05
H 0.6324 -0.0871 3.4870 0.02
H 3.6348 -2.8279 1.9946 0.07
H 2.3469 -3.5151 0.9672 0.01
H 2.1109 -3.4086 2.7292 0.06
H 1.2172 -2.0062 -3.8351 0.08
H 1.1299 -0.2704 -3.4914 0.02
H -0.2009 -1.3115 -3.0403 0.02
H 1.8396 -3.7062 -2.5192 0.07
H 1.1821 -3.8590 -0.8971 0.03
H 2.9112 -3.5785 -1.1260 0.06
H 3.6390 -0.8791 -2.6816 0.08
H 4.0015 -1.2546 -0.9853 0.05
H 3.2269 0.2819 -1.4109 0.04
C -0.7648 2.0180 -1.7045 -0.38
C 0.5472 2.6270 -1.7956 0.02
C 1.3010 2.5775 -2.9559 -0.04
C 0.7250 2.1309 -4.1434 -0.09
C -0.5510 1.5502 -4.1155 -0.09
C -1.3233 1.5866 -2.9750 0.07
O -1.2905 1.8073 -0.5531 -0.01
H 0.4803 1.1175 0.1859 0.05
H 0.9892 2.9775 -0.8535 0.13
H 2.3278 2.9468 -2.9435 0.14
H 1.2134 2.3633 -5.0948 0.12
H -0.9685 1.1501 -5.0464 0.13
H -2.3346 1.1767 -2.9928 0.15
C -2.4138 2.3030 5.3147 -0.03
N -2.0566 1.3233 4.2970 -0.14
C -1.9208 -0.0282 4.7977 -0.04
C -1.5712 1.6147 3.0558 -0.47
C -1.7838 2.9948 2.5494 0.01
O -1.0463 0.7084 2.3773 -0.10
H -1.6154 2.4181 6.0776 0.11
H -3.3094 1.9350 5.8494 0.11
H -2.6358 3.2812 4.8855 0.09
H -2.0646 -0.7479 3.9798 0.07
H -0.9274 -0.1948 5.2502 0.10
H -2.6872 -0.1810 5.5688 0.11
H -1.1059 3.6793 3.0706 0.11
H -1.5723 3.0111 1.4787 0.06
H -2.8201 3.3067 2.7191 0.10

Entry 4:
74
Properties=species:S:1:pos:R:3:lowdin_charge:R:1 method="wB97M-V/def2-TZVPD" s_squared=2.002 lumo_ev="-10.11 / -10.08" relative_energy_ev=1.3746 spin_multiplicity=3 total_charge=+3 gap_ev="4.30 / 4.33" total_energy_ev=-94268.8724
Tm -0.7171 -0.3205 0.3291 1.02
P 0.2931 -2.8502 -0.2119 0.70
P -0.8541 -1.3510 2.9299 0.72
P 0.2638 0.4708 -2.1139 0.72
H 1.2182 0.9516 2.4390 0.09
C 0.8274 1.4222 1.5166 -0.08
C -0.4536 1.9405 1.4100 -0.11
H -1.1919 1.9045 2.2187 0.08
C 2.0833 -2.9810 0.1770 -0.22
C -0.3951 -4.3260 0.6340 -0.24
C 0.2181 -3.3971 -1.9600 -0.24
C -1.2312 -0.1206 4.2272 -0.24
C -2.1532 -2.5904 3.3077 -0.23
C 0.6081 -2.1622 3.6596 -0.25
C 0.1654 2.3025 -2.2449 -0.30
C -0.6019 -0.0617 -3.6452 -0.23
C 1.9913 -0.0435 -2.4473 -0.27
H 1.6292 1.6476 0.7875 0.08
H -0.7822 2.5670 0.5721 0.09
H 2.4272 -3.9880 -0.1041 0.08
H 2.2471 -2.8140 1.2521 0.04
H 2.6464 -2.2201 -0.3836 0.04
H 0.0797 -5.2134 0.1880 0.08
H -1.4826 -4.3729 0.4693 0.05
H -0.2045 -4.2969 1.7167 0.03
H 0.5955 -4.4292 -2.0047 0.08
H 0.8144 -2.7451 -2.6131 0.03
H -0.8259 -3.3757 -2.3066 0.05
H -1.1005 -0.5878 5.2114 0.08
H -2.2621 0.2423 4.1257 0.06
H -0.5713 0.7492 4.1348 0.04
H -1.9817 -3.0009 4.3122 0.08
H -2.1359 -3.4085 2.5810 0.02
H -3.1421 -2.1204 3.2573 0.06
H 0.4367 -2.3089 4.7301 0.07
H 1.4846 -1.5246 3.5266 0.05
H 0.8322 -3.1232 3.1914 0.04
H 0.5985 2.6529 -3.1920 0.06
H 0.7015 2.7822 -1.4076 -0.01
H -0.8940 2.6082 -2.1943 0.06
H -0.1192 0.3745 -4.5331 0.08
H -1.6470 0.2823 -3.5863 0.06
H -0.5775 -1.1603 -3.7218 0.04
H 2.3525 0.3915 -3.3892 0.08
H 2.0812 -1.1366 -2.4945 0.03
H 2.6141 0.3007 -1.6093 -0.01
C 4.5215 4.0830 -1.3590 -0.64
C 5.8980 3.8557 -1.5593 -0.09
C 6.8392 4.7563 -1.0257 -0.06
C 6.4159 5.9114 -0.3674 -0.06
C 5.0425 6.2221 -0.3038 -0.06
C 4.1054 5.3294 -0.8417 -0.12
S 3.3127 2.9619 -1.8840 0.83
H 3.6998 1.7291 -1.4169 -0.11
H 6.2031 3.0022 -2.1441 0.10
H 7.9053 4.5708 -1.1251 0.11
H 7.1356 6.6024 0.0907 0.12
H 4.6922 7.1524 0.1579 0.12
H 3.0446 5.5839 -0.8823 0.10
C -6.2019 -1.1662 -0.4422 0.01
N -4.9804 -0.4689 -0.1050 -0.10
C -5.0869 0.8946 0.4055 0.03
C -3.8131 -1.0430 -0.2794 -0.41
C -3.7269 -2.4244 -0.8139 0.04
O -2.7688 -0.3439 0.0419 -0.23
H -7.0404 -0.4931 -0.2670 0.11
H -6.3491 -2.0757 0.1615 0.12
H -6.2172 -1.4804 -1.4978 0.12
H -4.6874 0.9484 1.4257 0.11
H -4.5287 1.5806 -0.2420 0.11
H -6.1543 1.1559 0.4068 0.11
H -2.6905 -2.7281 -1.0413 0.06
H -4.1444 -3.1509 -0.0899 0.13
H -4.3110 -2.5251 -1.7442 0.12

Entry 5:
83
Properties=species:S:1:pos:R:3:lowdin_charge:R:1 method="wB97M-V/def2-TZVPD" lumo_ev=0.28 smiles="CCOC(=O)OC.CN(C)C=O.CN(C)C=O.CN(C)C=O.CN(C)C=O.CN(C)C=O.BrCCBr" gap_ev=9.14 total_energy_ev=-186455.1057
C 20.6508 -5.9256 10.5131 -0.05
C 20.3005 -5.8836 9.0432 -0.24
O 20.2555 -4.5352 8.5871 0.03
C 19.0713 -3.9222 8.6302 -0.62
O 18.0328 -4.4280 8.9573 0.12
O 19.2491 -2.6662 8.2292 0.01
C 18.0880 -1.8525 8.2511 -0.04
H 21.4762 -5.2544 10.7546 0.09
H 20.8733 -6.9230 10.8922 0.07
H 19.7855 -5.5696 11.0799 0.09
H 19.3167 -6.3402 8.9170 0.12
H 21.0210 -6.4066 8.4190 0.10
H 18.4060 -0.8160 8.2979 0.09
H 17.4878 -2.0323 9.1447 0.10
H 17.4826 -2.0481 7.3677 0.10
C 21.1797 -9.8756 9.2613 -0.05
N 22.4151 -9.4958 9.8919 -0.18
C 23.2178 -8.4963 9.2437 -0.05
C 22.7955 -10.0116 11.0868 -0.34
O 23.7973 -9.7070 11.6923 0.02
H 21.3459 -10.3796 8.3053 0.08
H 20.5521 -8.9992 9.0610 0.08
H 20.5996 -10.5414 9.8980 0.09
H 24.0192 -8.1554 9.8960 0.09
H 23.6456 -8.8159 8.2939 0.06
H 22.6311 -7.5818 9.0971 0.07
H 22.0872 -10.7724 11.4542 0.14
C 17.0349 -10.8083 2.5962 -0.07
N 17.0682 -12.2371 2.4469 -0.20
C 16.3857 -13.0030 3.4441 -0.06
C 17.5976 -12.8213 1.3489 -0.34
O 17.8031 -14.0091 1.2208 0.01
H 17.3303 -10.3058 1.6774 0.09
H 17.7059 -10.4946 3.4027 0.07
H 16.0322 -10.4556 2.8651 0.09
H 15.3181 -12.7524 3.4591 0.09
H 16.4691 -14.0708 3.2605 0.08
H 16.7965 -12.8328 4.4452 0.09
H 17.8677 -12.0707 0.5891 0.13
C 17.9660 -5.8715 5.4538 -0.05
N 18.6742 -5.8658 4.1936 -0.21
C 19.7316 -4.9026 4.0447 -0.05
C 18.3110 -6.6688 3.1679 -0.35
O 18.9179 -6.7569 2.1214 0.01
H 18.6768 -5.9589 6.2829 0.08
H 17.3210 -6.7447 5.5090 0.09
H 17.4246 -4.9319 5.5937 0.09
H 20.3547 -5.1225 3.1848 0.08
H 19.3216 -3.8946 3.8906 0.10
H 20.3241 -4.8697 4.9624 0.08
H 17.3902 -7.2419 3.3570 0.14
C 22.9885 -7.8783 5.2902 -0.04
N 22.1312 -9.0144 5.0284 -0.17
C 22.5330 -10.3103 5.5214 -0.03
C 20.9423 -8.8597 4.4038 -0.33
O 20.1660 -9.7561 4.1442 0.01
H 22.7279 -7.0455 4.6404 0.09
H 24.0305 -8.1475 5.1077 0.08
H 22.9078 -7.5465 6.3327 0.07
H 23.4255 -10.7158 5.0470 0.06
H 22.7717 -10.2317 6.5901 0.07
H 21.6922 -10.9895 5.4171 0.10
H 20.6718 -7.8094 4.2018 0.12
C 26.3856 -10.5800 9.1671 -0.05
N 25.9266 -10.9066 7.8382 -0.18
C 26.0940 -9.8368 6.8844 -0.06
C 25.2835 -12.0514 7.5355 -0.34
O 24.9633 -12.4037 6.4210 0.01
H 27.4751 -10.6054 9.2593 0.09
H 25.9024 -11.2223 9.8973 0.09
H 26.1293 -9.5302 9.3375 0.08
H 27.1302 -9.5000 6.7985 0.10
H 25.7108 -10.0916 5.9040 0.04
H 25.5575 -8.9625 7.2770 0.07
H 25.0460 -12.6605 8.4252 0.14
Br 26.8436 -10.4864 2.9933 0.61
C 25.0653 -11.2605 2.6657 -0.69
C 25.1422 -12.2551 1.5367 -0.66
Br 23.3205 -12.4604 0.7873 0.60
H 24.4085 -10.4358 2.4305 0.04
H 24.8371 -11.7501 3.6067 0.03
H 25.4767 -13.2502 1.7927 0.06
H 25.6769 -11.8658 0.6780 0.04

Entry 6:
88
Properties=species:S:1:pos:R:3:lowdin_charge:R:1 method="wB97M-V/def2-TZVPD" lumo_ev=-2.23 smiles="CCCCN(B(N)O)C(=O)ON(C(C)=O)C(C)=O.CCOP(=O)(OCC)OCC.CCOP(=O)(OCC)OCC" gap_ev=7.31 total_energy_ev=-72886.8747
C -1.5124 -0.4797 2.5267 -0.15
C -2.3045 0.9044 2.9248 -0.25
C -3.7336 0.5079 3.6253 -0.18
C -4.8400 -0.0635 2.5165 -0.18
N -5.8653 0.9968 2.1854 0.06
B -5.7357 1.5323 0.7726 -0.51
N -6.9384 2.3287 0.2269 0.11
O -4.6022 1.3342 -0.1509 0.03
C -7.2026 0.2615 2.2001 -0.20
O -7.3451 -0.7093 1.2662 0.00
O -8.3166 0.5226 3.1250 0.04
N -9.3911 -0.0290 2.5325 -0.11
C -9.9077 -1.2478 3.2664 -0.22
C -10.1523 -2.6080 2.3244 -0.02
O -10.1370 -1.3242 4.5950 -0.01
C -10.4769 0.9792 2.2264 -0.20
C -11.8553 1.2174 3.0891 -0.02
O -10.2820 1.7504 1.1219 -0.02
H -2.2499 -1.3491 2.2002 0.08
H -0.8284 -0.2046 1.5883 0.08
H -0.8048 -0.8724 3.3846 0.08
H -2.4428 1.6227 2.0038 0.11
H -1.6517 1.4554 3.7246 0.10
H -3.5602 -0.3658 4.4005 0.11
H -4.2831 1.4309 4.1458 0.12
H -4.3454 -0.5873 1.5948 0.13
H -5.4298 -0.9226 3.0992 0.14
H -7.6541 1.6624 -0.1922 0.08
H -6.6392 3.0088 -0.5057 0.07
H -4.8987 0.6853 -0.8626 0.13
H -9.3985 -3.4513 2.6731 0.10
H -11.2717 -2.9485 2.2991 0.09
H -9.8433 -2.3594 1.2025 0.09
H -12.4032 2.1729 2.6749 0.10
H -12.5380 0.2646 2.9637 0.10
H -11.5847 1.4523 4.2191 0.11
C 0.4598 -6.1538 0.7064 -0.08
C 0.7030 -4.7553 1.2392 -0.30
O 1.7021 -4.0889 0.4888 -0.25
P 1.3062 -3.5498 -1.0245 0.78
O 0.4918 -2.3450 -0.4929 -0.22
O 2.6532 -2.6150 -1.3156 -0.26
C 2.4926 -1.3244 -1.8896 -0.30
C 2.6985 -0.2664 -0.8188 -0.06
O 2.2162 -4.8959 -1.6184 -0.27
C 3.6346 -5.0047 -1.5900 -0.29
C 4.2311 -5.1516 -0.2025 -0.08
H 0.0448 -6.1179 -0.3056 0.07
H -0.2396 -6.6955 1.3483 0.08
H 1.3964 -6.7179 0.6498 0.07
H -0.2230 -4.1716 1.2390 0.10
H 1.0568 -4.8141 2.2728 0.12
H 1.5138 -1.2221 -2.3716 0.11
H 3.2474 -1.2074 -2.6723 0.10
H 2.0814 -0.4530 0.0633 0.07
H 2.4654 0.7306 -1.2059 0.08
H 3.7393 -0.2721 -0.4774 0.07
H 4.1048 -4.1885 -2.1466 0.11
H 3.8713 -5.9160 -2.1506 0.12
H 4.1686 -4.2149 0.3595 0.07
H 5.2882 -5.4257 -0.2675 0.08
H 3.7081 -5.9212 0.3728 0.07
C 6.2202 6.5974 -2.7824 -0.08
C 5.6579 5.3883 -3.5040 -0.30
O 6.4515 4.2390 -3.2707 -0.25
P 6.3567 3.5188 -1.7842 0.78
O 4.9825 2.8674 -2.0747 -0.21
O 7.1861 2.1176 -2.1334 -0.26
C 6.6738 0.8739 -1.6735 -0.30
C 6.0584 0.1190 -2.8396 -0.07
O 7.8923 4.2466 -1.4596 -0.27
C 9.1315 3.8360 -2.0256 -0.29
C 9.2666 4.0998 -3.5138 -0.08
H 6.1693 6.4616 -1.6976 0.07
H 5.6606 7.4989 -3.0450 0.08
H 7.2739 6.7490 -3.0381 0.07
H 4.6225 5.2010 -3.2022 0.11
H 5.6600 5.5723 -4.5824 0.12
H 5.9513 1.0165 -0.8619 0.10
H 7.5071 0.2980 -1.2611 0.12
H 5.3407 0.7322 -3.3896 0.08
H 5.5527 -0.7881 -2.4935 0.06
H 6.8357 -0.1682 -3.5560 0.08
H 9.3522 2.7931 -1.7794 0.11
H 9.8992 4.4267 -1.5134 0.12
H 8.6350 3.4234 -4.0975 0.07
H 10.3001 3.9453 -3.8375 0.08
H 8.9752 5.1248 -3.7613 0.07